No. 1
The following is a DFT calculation (ωB97M-V/def2-TZVPD) of a 10-piece molecular cluster, C4H28N2O10S overall at a distorted geometry.

Atoms and positions in Å:
N1 -0.7800 -1.1921 -0.8609
C1 -1.3374 -0.5577 0.2536
O1 -2.5465 -0.8304 0.4304
C2 -0.6581 0.5904 1.0724
N2 0.6594 0.0162 1.4316
C3 -1.4888 0.8763 2.3870
C4 -1.1082 2.3500 2.8214
S1 0.6953 2.9292 3.1707
H1 -1.1903 -1.9808 -1.2865
H2 -0.0708 -0.6977 -1.4428
H3 -0.4912 1.5189 0.5147
H4 1.0636 0.4256 2.3843
H5 1.2474 0.2954 0.8417
H6 -2.6195 0.7824 2.2076
H7 -1.2109 0.2160 3.3376
H8 -1.7172 2.6257 3.5681
H9 -1.1125 3.1255 1.9740
H10 0.8804 2.5163 4.4353
O2 4.7033 -1.8255 0.2839
H11 4.2973 -2.4911 -0.1571
H12 4.0240 -1.2597 0.5634
O3 -2.7459 2.3616 0.0206
H13 -3.1707 1.4743 0.1846
H14 -2.0174 2.5311 0.7083
O4 3.3256 1.3470 -0.5429
H15 3.0921 2.2147 -0.4338
H16 3.2298 1.1453 -1.4613
O5 2.7536 -1.7314 -3.2221
H17 2.7258 -2.4024 -2.4945
H18 3.6267 -1.4699 -3.4320
O6 1.9659 -2.8240 0.2587
H19 1.0055 -2.6780 0.4181
H20 2.2223 -2.7239 1.1503
O7 -0.7526 2.4660 -1.7905
H21 -1.1653 1.6052 -2.1090
H22 -1.5908 2.8197 -1.4499
O8 0.0581 -3.0005 2.2036
H23 -0.7956 -2.9814 1.6686
H24 0.3612 -2.0664 2.3690
O9 -0.9870 0.1981 -3.2736
H25 -0.7367 0.5599 -4.1583
H26 -1.5009 -0.6319 -3.5015
O10 -3.1350 -1.4973 -3.2422
H27 -3.9374 -0.9925 -3.4230
H28 -3.0705 -1.1563 -2.3779

Forces on the atoms, in the same order (eV/Å):
2.6 2.7 1.4
-3.1 -0.1 -2.7
1.5 0.3 1.0
0.5 -2.3 1.5
-4.7 -1.6 9.0
0.9 0.5 0.8
2.9 -0.2 -3.7
-1.0 -0.9 0.2
-0.9 -0.6 -0.1
-0.6 -0.7 0.9
-0.4 -0.4 -0.3
-1.5 -0.9 -2.6
6.5 2.6 -6.4
1.8 0.2 0.3
-0.5 0.9 -2.4
-2.0 1.5 2.7
-1.0 -1.2 1.0
-0.1 -0.1 0.0
3.5 1.9 1.5
-2.0 -3.2 -2.0
-1.4 1.3 0.4
0.2 -0.3 1.4
1.0 1.3 0.1
-2.1 -0.7 -1.6
0.9 -3.3 0.6
-0.9 3.4 0.3
-0.1 -0.2 -0.9
-2.1 -1.0 1.0
0.5 1.1 -0.9
1.5 0.0 0.1
-1.3 0.2 -1.4
0.7 -0.2 -0.6
1.0 -0.1 1.6
-1.3 -1.3 -0.4
1.4 1.0 0.1
0.4 0.5 0.2
-1.2 0.8 -0.5
1.6 0.4 1.3
-0.9 -0.9 -0.6
-0.2 -0.9 -1.8
-0.2 -0.3 1.1
0.5 1.3 0.3
-0.9 -0.1 -1.1
-0.2 -0.3 -1.1
0.9 0.2 2.5

- Spin multiplicity: 1
- Kohn-Sham gap: 9.8 eV
- SMILES: NC(=O)[C@H](N)CCS.O.O.O.O.O.O.O.O.O
- Energy relative to the best compared isomer or geometry (same formula, charge and spin): 137.9 kcal/mol
- Total energy: -1429.20486 Eh
- Max |F|: 10.25 eV/A

No. 2
The following is a DFT calculation (ωB97M-V/def2-TZVPD) of a 9-piece molecular cluster, C4H28N2O8 overall at a distorted geometry.

Atoms and positions in Å:
N1 1.3082 -0.0063 -1.1839
C1 -0.1627 0.5804 -0.9779
C2 -0.1810 1.4179 0.2972
N2 -1.5324 1.2189 0.9473
C3 -1.8167 2.3430 1.8495
C4 -1.7074 -0.0621 1.6824
H1 1.6703 0.2187 -2.1045
H2 2.0086 0.4089 -0.4215
H3 -0.6820 -0.3575 -0.7032
H4 -0.4876 1.0397 -1.9265
H5 -0.2272 2.4197 -0.1932
H6 0.6600 1.5107 1.0179
H7 -1.1005 2.5517 2.5430
H8 -2.0866 3.3149 1.2977
H9 -2.7639 2.1873 2.3797
H10 -1.3545 -0.7838 0.8690
H11 -2.7077 -0.3433 2.0006
H12 -1.0791 -0.2497 2.5192
H13 -3.4120 1.9845 -1.4902
H14 -2.1115 2.0146 -2.2698
O1 -3.0192 2.2804 -2.3216
H15 3.7324 3.0700 2.0817
H16 3.9217 1.7769 1.2983
O2 3.2610 2.2587 1.7911
H17 -1.8548 -3.4102 -1.5052
H18 -0.9870 -2.2135 -1.6210
O3 -1.2551 -3.0028 -2.1295
H19 0.9487 -1.4839 0.9011
H20 1.2727 -1.6344 -0.4100
O4 0.6892 -2.1697 0.2476
H21 1.3322 -0.9995 2.8130
H22 1.5786 -0.2622 4.1481
O5 1.7450 -1.0789 3.6941
H23 2.2555 -2.3275 -1.8806
H24 1.5811 -3.6178 -2.1564
O6 2.4227 -3.1715 -2.2947
H25 -0.8092 3.4060 -3.7426
H26 0.1759 2.2100 -3.7242
O7 -0.4678 2.6903 -3.2238
H27 0.5257 -4.3988 1.4052
H28 0.0791 -4.4767 -0.0844
O8 0.6373 -4.8531 0.5810

Forces on the atoms, in the same order (eV/Å):
0.1 1.5 1.7
3.2 -3.0 0.9
-2.1 1.8 -0.8
0.0 0.8 1.3
-3.3 0.8 -2.8
1.2 -0.8 -3.4
0.2 0.3 0.0
-1.7 -0.7 -2.1
-0.3 0.7 -0.9
0.1 -0.2 1.1
-0.1 0.0 1.0
-0.2 -0.9 -0.6
2.4 0.5 2.0
0.9 -1.3 0.3
0.2 -0.5 0.1
-0.8 0.2 1.5
-0.4 0.6 -0.4
1.0 0.3 1.0
0.2 0.0 -0.1
0.9 -0.1 -0.1
-1.3 0.1 0.3
-0.4 -0.6 -0.2
0.4 -0.5 -0.5
-0.2 1.0 0.7
-0.3 -0.4 0.1
0.2 -0.3 -0.4
0.2 0.6 0.4
-0.7 -0.7 0.6
-1.4 -1.0 -0.1
1.5 1.9 -0.3
0.3 0.2 0.6
-0.1 0.8 0.1
-0.1 -0.9 -0.6
0.2 0.6 0.1
0.0 -0.2 0.0
-0.1 -0.3 -0.3
-0.2 0.5 -0.6
0.7 -0.2 -0.7
-0.3 -0.1 1.1
-0.2 0.8 0.2
-0.4 0.8 -0.1
0.6 -1.9 0.0

- Expectation value of S²: 0.751
- Spin multiplicity: 2
- Kohn-Sham gap (spin up / spin down): 2.6 / 9.2 eV
- Charge: -1
- Energy relative to the best compared isomer or geometry (same formula, charge and spin): 70.0 kcal/mol
- Total energy: -880.50048 Eh
- Max |F|: 4.52 eV/A

No. 3
The following is a DFT calculation (ωB97M-V/def2-TZVPD) of a 9-piece molecular cluster, C4H28N3O8 overall at a distorted geometry.

Atoms and positions in Å:
C1 -0.4249 -1.4318 1.6735
C2 0.4017 -0.9270 0.5209
C3 -0.0944 0.2889 -0.3306
N1 2.4313 1.6973 -0.5284
C4 1.3201 2.2557 0.0498
N2 0.1907 1.6398 0.1376
N3 0.0817 -0.6771 2.8897
H1 -0.4010 -2.5500 1.7804
H2 -1.5023 -1.1779 1.5811
H3 0.6012 -1.6727 -0.2347
H4 1.3254 -0.4031 0.8855
H5 -1.1560 0.1213 -0.5181
H6 0.4382 0.2968 -1.3016
H7 3.1165 2.3548 -0.8684
H8 2.5035 0.7687 -0.8928
H9 1.3710 3.2738 0.5098
H10 -0.3578 0.3759 2.7265
H11 1.1021 -0.6798 2.8169
H12 -0.2435 -1.1763 3.7022
H13 -2.3892 1.1948 2.0863
H14 -1.0558 1.9031 1.8026
O1 -1.5285 1.3995 2.4900
H15 -1.3941 -0.7197 -2.9478
H16 -0.7437 -1.2976 -4.3187
O2 -0.8024 -1.3737 -3.3660
H17 1.0109 -1.2938 -2.5149
H18 1.9956 -2.3084 -3.2982
O3 1.9033 -1.6712 -2.5898
H19 3.5284 -0.9581 1.8860
H20 3.1011 -2.2250 2.7495
O4 2.8771 -1.3269 2.4995
H21 -2.9686 1.1889 -2.2534
H22 -3.0368 0.5764 -3.7094
O5 -2.4955 0.6897 -2.9242
H23 -4.0625 -0.9491 1.0637
H24 -3.2808 0.4332 0.5289
O6 -3.6199 -0.1188 1.2400
H25 4.1042 -0.8535 -1.1270
H26 2.7037 -1.2907 -0.6174
O7 3.5009 -0.8117 -0.3800
H27 -1.9966 2.4482 -0.6077
H28 -3.2128 2.9170 -0.0019
O8 -2.8417 2.0699 -0.2896

Forces on the atoms, in the same order (eV/Å):
-0.8 -0.1 0.1
1.1 2.5 -0.9
0.6 0.3 -1.0
-0.2 2.4 0.5
-0.4 -1.7 -0.6
-1.3 0.8 2.0
-0.9 0.8 -1.7
0.5 1.1 0.2
0.6 0.0 0.0
0.3 -0.6 0.2
-0.2 -1.6 -0.1
-0.1 0.6 -0.1
-0.4 -0.8 0.0
0.2 -0.2 0.2
-0.2 -0.3 0.1
0.3 -0.9 -0.8
0.0 -2.1 1.0
0.3 -0.2 0.5
0.0 0.5 0.7
0.2 -0.3 0.4
0.1 0.1 -0.3
0.2 0.4 -0.1
0.0 0.1 -0.9
-0.4 0.5 0.0
0.5 -0.6 1.0
-0.1 -0.7 -1.1
-0.6 0.0 -0.1
0.7 0.6 1.1
0.0 -0.5 -0.1
0.4 0.0 -0.2
-0.5 0.4 0.3
-0.4 0.1 0.0
-0.3 0.2 0.1
0.4 -0.1 0.0
0.0 0.3 -0.8
-0.6 -0.6 -0.9
0.4 0.3 1.5
-0.2 -0.3 -0.2
0.1 -0.5 -0.6
0.4 0.2 0.7
0.3 -0.9 0.1
-0.8 -0.4 0.2
0.6 1.3 -0.4

- Spin multiplicity: 1
- Kohn-Sham gap: 9.9 eV
- Charge: +1
- Energy relative to the best compared isomer or geometry (same formula, charge and spin): 45.2 kcal/mol
- Total energy: -935.16934 Eh
- Max |F|: 2.87 eV/A

No. 4
The following is a DFT calculation (ωB97M-V/def2-TZVPD) of a 11-piece molecular cluster, C4H28O12 overall at a distorted geometry.

Atoms and positions in Å:
C1 -1.1312 1.8918 2.6704
C2 0.3039 2.0849 2.2362
O1 1.1904 0.9829 2.4812
C3 0.3673 2.3458 0.7003
C4 0.2719 3.7241 0.1825
O2 -0.5010 4.0883 -0.6807
H1 -1.3124 2.1491 3.7179
H2 -1.5461 0.8684 2.7453
H3 -1.9490 2.2768 2.0591
H4 0.7519 2.8690 2.8591
H5 0.6343 0.1766 2.5363
H6 1.3360 1.8952 0.4526
H7 -0.4542 1.7829 0.2336
H8 0.7199 4.5650 0.7530
O3 0.0143 -1.5218 1.5641
H9 -0.1613 -1.3939 0.5864
H10 -0.0598 -2.4440 1.8177
O4 3.1906 -0.6222 1.8543
H11 2.6836 0.2202 1.8380
H12 2.6527 -1.1520 2.4507
O5 -0.4944 -1.6163 -1.0663
H13 0.0220 -1.5502 -1.8961
H14 -1.3931 -1.3310 -1.3525
O6 -2.2122 -4.2817 0.2844
H15 -1.4388 -4.5094 -0.2291
H16 -2.0282 -3.4051 0.6119
O7 1.6914 -1.7759 -2.9983
H17 1.5855 -2.5890 -2.4941
H18 2.3379 -1.2593 -2.4951
O8 -2.5546 -0.9756 2.6675
H19 -2.9623 -1.7479 2.3236
H20 -1.7613 -0.7430 2.1673
O9 -2.8777 -0.6536 -1.9302
H21 -2.6023 -0.2806 -2.7737
H22 -3.8131 -0.9286 -1.9074
O10 1.3599 1.4920 -2.8431
H23 0.8902 2.3255 -2.7131
H24 1.1633 0.8935 -2.1121
O11 2.9235 -0.5812 -0.8010
H25 3.1742 -0.6401 0.1558
H26 3.2555 0.2656 -1.1323
O12 -0.7759 -0.2839 -4.1169
H27 -0.2099 0.4931 -4.2001
H28 -0.2819 -1.1043 -4.2072

Forces on the atoms, in the same order (eV/Å):
-1.4 -1.4 1.3
0.2 0.6 -0.5
-1.3 -0.5 0.6
0.3 -1.0 0.3
-1.6 1.9 0.7
0.6 -0.8 -0.3
0.2 0.7 -0.1
1.1 0.1 -0.4
0.6 0.9 -0.2
-0.2 0.3 -0.6
0.4 0.2 -0.3
-0.1 0.2 -0.5
0.4 -0.1 -0.1
0.7 -0.5 0.0
-0.1 0.9 -0.2
0.4 -0.7 0.5
-0.1 -0.1 -0.3
0.1 0.6 0.0
0.2 -0.4 0.3
0.1 -0.2 -0.1
-0.3 0.1 -0.7
0.1 0.1 0.6
0.1 -0.1 0.3
-0.3 -0.3 0.2
0.2 0.0 -0.3
0.1 0.5 0.0
-0.4 -0.1 -0.3
0.3 -0.1 0.0
0.0 -0.2 0.3
0.1 1.3 0.9
-0.3 -1.0 -0.7
-0.1 -0.9 -0.2
-0.5 -0.2 0.7
-0.3 -0.1 -0.4
0.8 0.4 -0.5
0.2 0.0 -0.3
0.0 -0.2 0.3
-0.3 0.2 0.1
0.2 0.5 -0.1
-0.2 -0.2 -0.4
0.1 -0.2 0.2
-1.1 0.1 0.1
0.5 -0.5 0.1
0.6 0.5 -0.1

- Spin multiplicity: 1
- Kohn-Sham gap: 10.3 eV
- SMILES: C[C@@H](O)CC=O.O.O.O.O.O.O.O.O.O.O
- Energy relative to the best compared isomer or geometry (same formula, charge and spin): 3.2 kcal/mol
- Total energy: -1072.06619 Eh
- Max |F|: 2.54 eV/A

No. 5
The following is a DFT calculation (ωB97M-V/def2-TZVPD) of a 11-piece molecular cluster, C4H29NO10 overall at a distorted geometry.

Atoms and positions in Å:
C1 1.7946 -0.2462 0.4295
C2 1.4757 0.8361 1.1933
C3 2.5256 1.4353 2.1830
N1 0.2196 1.5791 0.9743
C4 -0.3181 2.3199 2.1776
H1 2.7569 -0.5865 0.3008
H2 1.1126 -0.7234 -0.2159
H3 3.3231 0.7505 2.2998
H4 2.1678 1.6363 3.1431
H5 3.0801 2.2892 1.8508
H6 -0.5054 1.0637 0.4046
H7 -1.4085 2.1662 2.1043
H8 -0.0921 3.3537 2.1053
H9 0.0619 2.1008 3.1144
O1 -3.2335 -1.0111 -0.3602
H10 -2.2699 -1.2904 -0.3270
H11 -3.4638 -0.7844 -1.2583
O2 1.9826 -3.5632 0.3739
H12 1.5152 -3.8298 1.1613
H13 1.6749 -2.7335 0.1647
O3 -1.2549 -0.4079 2.5112
H14 -2.0741 0.0734 2.5540
H15 -0.8581 -0.2701 1.6061
O4 0.8017 -2.7821 2.8004
H16 0.9743 -2.3479 3.5715
H17 0.2759 -2.2538 2.2267
O5 -2.2492 1.2670 -0.1778
H18 -1.9576 1.3849 -1.0934
H19 -2.8517 0.5040 -0.1834
O6 -2.8867 0.3974 -2.8717
H20 -3.3232 1.2655 -2.9190
H21 -1.9130 0.3981 -3.1107
O7 1.6515 -2.9225 -2.3067
H22 2.5606 -3.0606 -2.6579
H23 1.5619 -3.4016 -1.5342
O8 0.9517 2.6256 -1.5670
H24 0.7418 3.5401 -1.5517
H25 0.8795 2.4680 -0.5835
O9 -1.0797 -1.7302 -1.6796
H26 -0.3016 -1.9386 -2.1409
H27 -1.7655 -2.2504 -2.1756
O10 -0.4378 1.5888 -3.5685
H28 0.1705 1.1492 -4.1663
H29 -0.0155 1.9413 -2.8014

Forces on the atoms, in the same order (eV/Å):
-1.6 2.2 1.4
-0.2 0.5 -0.8
-0.6 -0.7 -2.1
2.1 -1.1 1.5
-1.5 -0.4 -3.1
2.1 -0.7 0.4
-1.2 -0.1 -0.9
0.6 -1.3 0.1
-0.9 0.3 1.4
-0.3 1.0 -0.6
0.8 1.0 1.0
0.5 0.4 0.5
0.0 1.2 -0.6
0.7 -1.5 1.7
0.6 -1.2 1.4
-1.7 0.4 -0.6
0.4 0.0 -0.9
1.3 -3.1 -0.2
-0.1 0.0 0.6
-1.0 3.2 -0.3
1.3 -0.8 -1.1
-0.5 0.2 -0.3
-1.0 0.1 1.6
0.1 -3.1 -2.7
0.5 2.1 3.0
-0.7 1.0 -0.1
0.7 1.4 0.1
-0.3 -0.2 0.2
-0.1 -0.3 0.0
0.3 -0.6 0.0
0.9 -0.4 -0.4
-1.5 1.0 0.1
0.9 1.9 -3.4
-1.1 0.1 0.6
0.1 -2.0 2.6
0.3 -0.7 1.4
-0.2 1.6 -0.6
-0.1 -0.7 -0.6
-2.4 -0.5 -0.1
2.3 -0.5 -0.9
0.8 0.8 0.8
-1.7 -0.9 -1.6
0.3 0.2 0.4
1.4 0.3 1.1

- Spin multiplicity: 1
- Kohn-Sham gap: 8.8 eV
- SMILES: C=C(C)NC.O.O.O.O.O.O.O.O.O.O
- Energy relative to the best compared isomer or geometry (same formula, charge and spin): 73.0 kcal/mol
- Total energy: -976.89005 Eh
- Max |F|: 4.09 eV/A

No. 6
The following is a DFT calculation (ωB97M-V/def2-TZVPD) of a 10-piece molecular cluster, C4H29NO10 overall at a distorted geometry.

Atoms and positions in Å:
C1 0.3979 0.9620 -3.0728
N1 0.6627 -0.2711 -2.2805
C2 1.2946 -0.0541 -0.9521
C3 0.4170 -0.3938 0.2403
C4 -0.5969 0.7801 0.3802
O1 -0.2764 -1.6029 -0.1333
H1 1.0323 1.8131 -2.8428
H2 0.7402 0.6260 -4.0639
H3 -0.6451 1.2392 -3.2514
H4 -0.2476 -0.6778 -2.0946
H5 1.7082 0.9608 -0.9072
H6 2.1879 -0.6883 -1.0437
H7 0.9838 -0.6111 1.1423
H8 -1.3574 0.6314 -0.3773
H9 -0.1831 1.7671 0.1537
H10 -1.1016 0.8550 1.3398
H11 -0.7294 -1.9408 0.6833
O2 1.5865 -3.2613 0.0176
H12 1.7333 -3.0129 -0.8972
H13 0.6490 -3.1199 0.2270
O3 0.5001 -1.5964 3.7185
H14 0.7739 -1.5774 4.6371
H15 1.2720 -1.6253 3.1321
O4 2.6575 -1.6757 1.8634
H16 2.4555 -2.3184 1.1695
H17 2.5772 -0.7934 1.4354
O5 -1.3883 -2.5964 2.0121
H18 -2.2126 -2.1038 1.9854
H19 -0.9579 -2.5445 2.8660
O6 -3.6702 1.3780 -0.9746
H20 -3.5450 0.6199 -0.3788
H21 -4.2306 1.0612 -1.6884
O7 1.5478 3.0786 0.1355
H22 2.0986 3.7694 -0.2229
H23 0.6421 3.1234 -0.1846
O8 -2.9389 -1.2251 -0.2241
H24 -2.0271 -0.9280 -0.3074
H25 -3.2791 -2.0048 -0.6568
O9 2.7016 0.8195 0.9475
H26 1.9582 1.4441 0.8748
H27 3.5515 1.2171 0.7609
O10 -1.8419 3.5684 -1.1115
H28 -2.3566 2.7388 -1.1195
H29 -2.5439 4.1700 -0.9370

Forces on the atoms, in the same order (eV/Å):
0.8 -1.5 -1.7
-1.3 1.2 1.0
1.3 -0.5 -1.8
-0.7 0.6 -0.9
0.1 -0.3 0.1
-0.9 0.9 0.5
-0.1 0.1 0.5
-0.1 0.6 -0.2
0.0 0.1 0.7
0.1 -0.3 -0.2
-0.6 -0.5 -0.2
-0.1 0.0 0.8
-0.5 0.4 -0.2
-0.1 0.3 -0.3
-0.1 -0.7 0.2
0.0 -0.2 0.2
0.3 0.1 -0.1
0.7 -1.2 0.4
-0.4 0.1 -0.1
0.6 0.1 -0.6
-0.9 0.0 0.2
0.3 0.0 -0.1
0.7 -0.1 0.0
0.1 0.5 0.6
-0.2 -0.3 -0.2
0.7 -0.5 0.4
-0.4 -0.6 -0.9
-0.1 0.0 0.4
0.3 0.6 0.6
0.0 0.3 0.2
-0.2 -0.1 -0.3
0.0 -0.1 0.0
0.0 -0.3 0.5
-0.2 0.4 -0.3
0.1 0.8 -0.4
-1.8 1.1 1.3
0.4 -1.4 -0.8
1.0 -0.2 -0.4
0.2 -0.3 1.1
1.2 0.4 0.0
-0.2 0.5 0.0
0.5 -1.1 -0.1
0.3 -0.1 -0.1
-0.6 1.2 0.3

- Spin multiplicity: 1
- Kohn-Sham gap: 8.8 eV
- SMILES: CNC[C@@H](C)O.O.O.O.O.O.O.O.O.O
- Energy relative to the best compared isomer or geometry (same formula, charge and spin): 65.0 kcal/mol
- Total energy: -976.90278 Eh
- Max |F|: 2.49 eV/A